No. 1
Molecular formula: C12H19ClN5OPdS2
Method: DFT, wB97M-V/def2-TZVPD

Last column: Mulliken charge in e.
CARTESIAN COORDINATES (ANGSTROEM)
H 3.248 1.575 0.566  0.3041
N -0.706 -1.865 -1.449  -0.5125
Pd -0.283 0.271 -0.052  0.1441
H -1.885 -3.572 -1.197  0.2266
N -1.453 -2.790 -0.712  -0.1381
H 5.037 4.192 -2.670  0.4753
H -1.260 -1.469 -2.216  0.3286
H 1.090 2.610 -2.159  0.2570
H -0.892 3.297 0.906  0.5069
H -1.543 5.666 1.319  0.3589
H 1.493 4.415 -0.455  0.3846
H 0.021 6.213 0.721  0.3315
C -0.398 4.132 0.400  -0.8524
H -0.890 4.290 -0.564  0.3479
H 1.169 4.996 2.574  0.2769
C 3.654 2.778 -1.007  0.1022
C 3.611 4.692 -4.196  -0.5546
H 0.378 3.691 -4.193  0.4657
C 3.104 3.408 -2.217  0.1248
C 4.014 4.119 -3.007  -0.5479
C 1.396 3.829 -3.863  -0.6626
S -1.128 -1.384 1.552  -0.3532
C 1.795 3.244 -2.676  0.4101
H 1.977 5.020 -5.546  0.4094
C -0.489 5.402 1.243  -0.5685
C 1.552 2.627 0.465  0.3948
H 0.141 -2.298 -1.833  0.2449
H -0.391 4.431 3.174  0.2742
Cl -1.118 1.394 -1.798  -0.5435
H -2.626 -3.540 2.173  0.2023
N 2.777 2.282 0.003  -0.0586
H -2.760 -4.424 0.695  0.2038
N -2.424 -3.615 1.190  -0.3977
C 0.109 5.228 2.632  -1.0655
N 0.980 3.770 0.137  0.1190
H -0.003 6.146 3.200  0.3706
C -1.698 -2.657 0.608  0.9196
O 4.826 2.567 -0.833  -0.5619
S 0.859 1.585 1.651  -0.3898
H 4.331 5.219 -4.800  0.4187
C 2.295 4.567 -4.619  -0.3957

Forces on the atoms, in the same order (eV/Å):
H -0.2026 0.1642 -0.1402
N 0.0143 0.6221 0.1361
Pd -0.2734 -1.8857 1.2572
H 0.2033 0.2415 -0.0340
N -0.3377 -0.4315 0.0109
H 0.0878 0.0566 0.0081
H 0.1209 -0.1159 0.3553
H -0.0235 0.0315 0.0796
H 0.1719 0.2004 -0.1971
H -0.0300 0.0739 -0.0680
H 0.0233 -0.1924 -0.0760
H -0.0749 0.1226 -0.0626
C -0.7375 0.3245 0.2176
H 0.0636 -0.1343 0.0272
H 0.1509 -0.0415 0.0641
C 0.1923 -0.0733 0.0424
C -0.0180 -0.0132 -0.0143
H -0.0792 -0.0144 -0.0893
C -0.0185 0.3313 -0.5795
C -0.0593 -0.0490 0.2207
C -0.0545 0.0340 0.0006
S 0.6867 0.7462 0.2196
C 0.1705 -0.2216 0.1553
H -0.0143 0.0328 -0.0658
C 0.1721 -0.2523 0.0711
C 0.2712 1.0440 -0.1941
H -0.3332 0.1633 0.3101
H -0.0455 -0.1307 0.0981
Cl 0.1780 0.8077 -0.5810
H 0.0039 0.0006 0.0113
N -0.0924 -0.3023 0.3323
H -0.0011 0.0174 0.0010
N 0.0423 0.0772 -0.1367
C -0.1338 0.1200 -0.1730
N 0.5993 -0.6182 -0.0756
H 0.0476 0.0816 0.1212
C 0.3122 0.0596 -0.5545
O -0.1216 0.0186 -0.0103
S -0.9524 -0.9714 -0.6673
H 0.0558 0.1270 -0.0736
C 0.0354 -0.0509 0.0534

highest occupied orbital energy (spin up / spin down)	-0.4354 / -0.4397	Ha
Kohn-Sham gap (spin up / spin down)	6.75 / 6.73	eV
energy above the lowest of the compared OMol25 structures with the same formula, charge and spin	0.183	eV
calculated total energy	-2201.9608	hartree
charge	+1

***

No. 2
Molecular formula: C21H52FN2O9
Method: DFT, wB97M-V/def2-TZVPD

Last column: Mulliken charge in e.
CARTESIAN COORDINATES (ANGSTROEM)
O 0.767 8.050 3.048  -0.3910
H -2.746 -4.927 -0.514  0.3291
H -1.531 -6.241 1.229  0.2217
H -1.462 5.612 2.450  0.2005
H -6.551 4.670 -1.249  0.3774
C 0.219 -7.334 -0.626  -0.9765
H -4.195 7.360 0.587  0.2216
H 0.176 -2.939 -4.908  0.2054
H 1.697 -4.392 -1.254  -0.1108
H -5.115 5.290 -2.082  0.3020
H -2.619 -7.492 1.872  0.2305
O -0.371 -6.086 -0.938  -0.0227
H 0.522 -0.222 3.070  0.3617
H 3.487 0.502 3.108  0.3265
H -0.459 5.790 3.896  0.3548
H 1.985 5.723 3.539  0.4480
C -4.757 3.601 -0.809  -0.5135
H 2.146 -3.058 -3.037  0.0540
H 3.043 -4.630 -6.154  0.3341
H -1.558 -7.114 -2.284  0.3686
H 3.578 -2.815 -1.561  0.0789
H -2.875 2.929 1.130  0.3217
H -0.783 1.548 1.874  0.2949
C 2.719 -4.762 -0.975  -0.0592
C 1.991 -3.427 -4.053  -0.4939
H 0.037 -3.617 -3.436  0.1727
H -3.632 -5.915 -1.691  0.3946
H 0.780 -7.722 -1.480  0.2959
H -1.876 4.288 0.581  0.2704
H -4.647 7.525 -1.123  0.3415
H -0.499 7.635 1.464  0.3286
H -3.183 -5.811 1.739  0.3151
C -1.507 -6.151 -1.761  -0.3349
C -2.565 -6.587 1.268  -0.6161
O -3.360 3.786 -0.702  -0.3929
H -3.407 6.342 -0.642  0.3131
C -5.486 4.889 -1.131  -0.4691
H 2.582 -5.210 0.039  0.1270
O 2.657 -0.438 1.463  -0.2079
C 3.358 0.494 0.668  -0.7741
H 1.323 4.060 3.653  0.2982
C -2.791 -5.914 -0.992  -0.7111
H -1.263 7.950 3.032  0.3822
C 1.348 0.463 3.297  -0.6302
H -4.937 2.887 -1.618  0.4084
H 3.088 1.524 0.921  0.3245
O 0.509 5.239 2.150  -0.3206
H 2.789 -1.104 3.375  0.4095
C 2.554 -5.775 -3.136  -0.1859
O 1.112 1.729 2.706  -0.2083
H 2.383 4.495 2.311  0.2542
H -3.517 4.588 1.210  0.3709
H 0.353 2.652 1.072  0.2026
F 4.838 -3.760 -0.314  -0.3490
C -0.416 7.460 2.544  -0.6344
H 2.357 -2.644 -4.731  0.4875
C -2.894 3.903 0.629  -0.7691
O 2.668 -5.251 -5.516  -0.5703
O -5.361 5.859 -0.108  -0.3917
H 1.953 7.258 1.532  0.2877
H 4.441 0.368 0.777  0.3131
H -1.417 -5.370 -2.525  0.1833
C 0.262 1.689 1.574  -0.7507
H 0.545 0.887 0.889  0.3690
N 3.225 -5.722 -1.883  -0.7733
C 3.513 -3.486 -0.697  0.2443
N 0.557 -3.654 -4.303  -0.5229
H 1.434 -5.800 -3.049  -0.1286
H 3.091 0.292 -0.368  0.2229
H 2.833 -6.710 -3.643  0.2786
C 2.844 -4.686 -4.202  0.0620
C 1.794 8.186 2.084  -0.6853
C 1.604 4.869 2.973  -0.8686
O -3.055 -6.911 -0.018  -0.3679
C 2.652 -0.158 2.843  -0.6070
C -4.346 6.815 -0.344  -0.6963
H -0.536 -8.063 -0.308  0.4922
H 3.082 -2.934 0.149  -0.0777
H 1.382 0.605 4.382  0.3657
C -0.495 5.972 2.816  -0.2369
H 3.897 -4.394 -4.070  0.2124
H 2.705 8.446 2.620  0.2484
H 1.562 8.987 1.373  0.3192
H 0.928 -7.157 0.181  0.2136
H -5.159 3.171 0.116  0.3075

Forces on the atoms, in the same order (eV/Å):
O 0.0208 -0.0260 0.0626
H -0.0252 -0.0084 0.0047
H -0.0019 -0.0079 0.0157
H -0.0226 0.0243 0.0512
H -0.0015 -0.0012 -0.0038
C 0.1219 -0.0055 -0.1349
H -0.0079 0.0117 -0.0075
H 0.0294 -0.0117 0.0326
H 0.0402 0.0417 0.1567
H -0.0109 0.0037 0.0093
H -0.0199 0.0049 0.0047
O -0.1675 0.1065 0.2631
H -0.0011 0.0131 0.0079
H -0.0093 -0.0040 -0.0125
H 0.0381 -0.0043 -0.0136
H -0.0044 0.0121 -0.0072
C -0.0355 -0.0627 0.0695
H 0.0546 0.0786 -0.0484
H -0.1352 -0.1298 0.1603
H 0.0014 0.0089 0.0172
H 0.0783 -0.1257 -0.0729
H -0.0355 -0.0052 -0.0148
H 0.0107 -0.0349 0.0164
C -0.2996 -0.1962 0.0487
C -0.0174 -0.0505 0.1062
H 0.0448 -0.0827 -0.0004
H 0.0049 -0.0062 -0.0101
H -0.0114 0.0264 -0.0143
H 0.0113 -0.0359 0.0059
H -0.0048 -0.0195 -0.0181
H 0.0014 0.0155 0.0132
H -0.0005 0.0177 -0.0211
C 0.0554 -0.0950 -0.1730
C 0.0480 -0.0114 -0.0044
O 0.0175 0.0698 -0.0435
H 0.0104 0.0125 0.0140
C 0.0110 0.0454 -0.0986
H 0.0299 0.0427 0.0046
O -0.1753 0.0001 -0.0454
C 0.0500 -0.0232 0.0094
H -0.0040 0.0556 0.0059
C 0.0166 0.0939 0.0686
H -0.0035 -0.0009 0.0023
C -0.1037 -0.0609 -0.0238
H -0.0046 -0.0081 0.0043
H -0.0119 0.0045 -0.0259
O 0.0357 0.0784 -0.1155
H 0.0172 0.0051 0.0090
C -0.2802 -0.1604 -0.1333
O 0.0600 0.0254 0.0267
H 0.0024 -0.0153 0.0175
H 0.0260 0.0136 0.0144
H -0.0196 -0.0007 0.0111
F 0.0596 -0.0327 0.0205
C 0.0124 0.0367 -0.1041
H -0.0148 -0.0801 -0.0387
C 0.0324 -0.0001 -0.0003
O 0.1252 0.1211 -0.1723
O 0.0081 -0.0303 0.0761
H 0.0193 0.0058 0.0025
H -0.0017 0.0101 0.0287
H -0.0017 -0.0396 -0.0484
C 0.0042 0.0037 -0.0176
H 0.0022 0.0208 -0.0212
N 0.2061 0.2687 -0.1030
C 0.0725 0.1100 0.0728
N -0.0635 0.1119 -0.0080
H 0.1041 -0.0040 0.0273
H 0.0180 -0.0040 -0.0027
H -0.0467 0.0098 0.0032
C 0.1796 0.1113 0.0456
C 0.0062 -0.0193 -0.0120
C 0.0265 -0.0537 0.0129
O -0.0098 -0.0558 -0.0177
C 0.1397 0.0034 0.0458
C 0.0110 -0.0062 -0.0061
H 0.0007 0.0066 0.0248
H -0.1250 -0.0006 -0.0970
H -0.0017 -0.0010 0.0033
C -0.1241 -0.0788 0.0905
H -0.0630 -0.0548 0.0455
H -0.0034 0.0163 -0.0049
H -0.0247 -0.0105 -0.0055
H 0.0187 0.0187 -0.0204
H 0.0105 -0.0011 -0.0099

highest occupied orbital energy	-0.0611	Ha
Kohn-Sham gap	3.61	eV
calculated total energy	-1717.6227	hartree
charge	-1

***

> Which formula does entry 1 have?

C12H19ClN5OPdS2